Entry 1:
DFT (the ωB97M-V functional and the def2-TZVPD basis) results for a cluster of 2 separate species, C8H8N4O4 in total in a non-equilibrium geometry.

Computed properties:
SMILES = O=c1cc[nH]c(=O)[nH]1.O=c1cc[nH]c(=O)[nH]1
calculated total energy = -22575.2604 eV
F_max = 6.0 eV/A
E_LUMO = -0.43 eV
relative energy (zero: lowest compared OMol25 entry of this formula, charge and spin) = 84.6 kcal per mole
Kohn-Sham gap = 8.746 eV

Last column: Löwdin charge in e.
Element x y z (Å)
O1 1.403475 -2.508136 -0.362621  0.07
C1 1.761315 -1.420551 0.100807  -0.54
C2 1.593661 -0.915367 1.374247  -0.06
C3 1.964683 0.395522 1.608387  -0.05
N1 2.325789 1.205340 0.571733  0.12
C4 2.613217 0.728534 -0.698301  -0.54
O2 2.961124 1.428457 -1.620147  0.09
N2 2.432377 -0.589585 -0.851243  0.22
H1 1.293251 -1.596861 2.148093  0.15
H2 1.835950 0.848665 2.572049  0.14
H3 2.648903 2.154260 0.885244  0.20
H4 2.693930 -1.224192 -1.679438  0.22
O3 -2.321934 2.763120 -0.037451  0.05
C5 -2.034054 1.566490 0.082079  -0.44
C6 -0.775174 0.898261 0.483678  0.04
C7 -0.568059 -0.439787 0.323399  -0.09
N3 -1.604498 -1.267645 0.040501  0.14
C8 -2.954139 -0.805256 -0.187242  -0.48
O4 -3.820149 -1.556562 -0.504993  0.11
N4 -2.980909 0.585116 -0.150907  0.18
H5 -0.020933 1.612715 0.684023  0.08
H6 0.342644 -0.977915 0.296858  0.01
H7 -1.558299 -2.318390 0.138167  0.19
H8 -3.833575 0.907040 -0.636224  0.18

Forces on the atoms, in the same order (eV/Å):
O 0.16 0.47 1.20
C 3.44 -2.36 -4.33
C 3.02 2.37 3.68
C -0.78 -2.45 -0.68
N 0.93 1.43 1.80
C 0.64 1.33 -1.65
O 0.30 0.57 0.36
N -0.61 -3.72 0.54
H -0.27 0.09 0.19
H 0.13 0.18 0.22
H -0.45 -1.32 -1.33
H -0.56 2.26 1.27
O 0.92 -2.09 0.19
C 0.23 -0.09 0.74
C -0.26 0.63 -0.68
C -3.28 1.24 -0.78
N -2.30 -1.57 0.12
C 3.89 0.46 0.01
O -1.08 -0.08 0.12
N -3.24 -0.34 -1.54
H 0.81 0.12 0.12
H -2.49 0.90 0.11
H 0.37 1.84 -0.41
H 0.49 0.11 0.73

Entry 2:
DFT (the ωB97M-V functional and the def2-TZVPD basis) results for a cluster of 2 separate species, C8H8N4O4 in total in a non-equilibrium geometry.

Computed properties:
SMILES = O=c1cc[nH]c(=O)[nH]1.O=c1cc[nH]c(=O)[nH]1
calculated total energy = -22573.8575 eV
F_max = 7.3 eV/A
E_LUMO = 0.09 eV
relative energy (zero: lowest compared OMol25 entry of this formula, charge and spin) = 117.0 kcal per mole
Kohn-Sham gap = 9.945 eV

Last column: Löwdin charge in e.
Element x y z (Å)
O1 2.984926 2.452944 0.132516  0.02
C1 3.116131 1.208236 -0.093321  -0.47
C2 3.375189 0.504298 -1.315869  -0.01
C3 3.069131 -0.820660 -1.150032  -0.03
N1 2.667979 -1.648572 -0.052194  0.15
C4 2.619096 -1.040412 1.144909  -0.51
O2 2.416789 -1.667524 2.167036  0.10
N2 3.106711 0.323111 1.021856  0.16
H1 3.888890 1.287921 -2.058256  0.18
H2 2.936261 -1.320377 -2.144463  0.13
H3 2.781647 -2.557394 0.089825  0.10
H4 2.448298 0.772077 1.728998  0.18
O3 -2.625069 -2.271127 -0.847606  0.00
C5 -2.833816 -1.085647 -0.467437  -0.48
C6 -2.971997 0.026917 -1.460554  -0.01
C7 -3.236717 1.211425 -0.874719  -0.08
N3 -2.931302 1.435992 0.537427  0.07
C8 -2.652643 0.470055 1.444459  -0.54
O4 -2.301049 0.658769 2.551039  0.12
N4 -2.843583 -0.871138 0.863266  0.17
H5 -3.485062 0.004866 -2.461286  0.13
H6 -3.644637 2.312672 -1.306340  0.18
H7 -3.033400 2.400663 1.046563  0.20
H8 -2.851763 -1.787095 1.504187  0.23

Forces on the atoms, in the same order (eV/Å):
O 0.36 -4.20 -1.18
C 0.22 3.32 2.26
C 0.64 1.24 1.02
C -0.25 -1.69 -3.81
N -0.09 6.95 -2.24
C 1.95 0.55 0.62
O -0.19 1.43 -0.58
N -4.11 0.57 3.37
H -1.69 -2.86 0.63
H 0.70 -0.26 1.17
H 0.45 -5.10 -0.77
H 1.98 0.05 -0.47
O -0.92 2.43 0.42
C 1.53 -4.17 -2.87
C -2.64 1.55 0.74
C 0.14 4.03 1.84
N -0.99 2.65 -0.83
C -0.72 -3.07 -2.29
O 0.38 0.26 2.13
N -0.01 0.41 3.13
H 1.29 -1.03 0.94
H 1.26 -3.64 0.66
H 0.32 -2.43 -1.89
H 0.39 3.01 -1.98

Entry 3:
DFT (the ωB97M-V functional and the def2-TZVPD basis) results for the ion C8H8NO3S with charge -1 in a non-equilibrium geometry.

Computed properties:
net charge = -1
SMILES = C=C(C(=O)[O-])C(=O)N1C=CCSC1
calculated total energy = -26892.7902 eV
F_max = 5.7 eV/A
E_LUMO = 2.91 eV
relative energy (zero: lowest compared OMol25 entry of this formula, charge and spin) = 21.4 kcal per mole
Kohn-Sham gap = 7.651 eV

Last column: Löwdin charge in e.
Element x y z (Å)
C1 -0.380463 2.359860 -1.950388  0.02
C2 -1.062249 1.611905 -1.074929  -0.12
C3 -2.447140 2.019320 -0.079260  -0.63
O1 -3.284488 2.639853 -0.757684  -0.04
O2 -2.311704 1.571375 1.069885  -0.04
C4 -0.873048 0.063134 -1.155754  -0.34
O3 -1.572382 -0.583273 -1.906991  0.07
N1 0.111567 -0.703245 -0.375642  -0.05
C5 0.388868 -0.002067 0.734865  -0.18
C6 1.029552 -0.451382 1.803922  -0.17
C7 1.715751 -1.799042 1.979570  -0.48
S1 0.762294 -3.054293 1.013977  0.81
C8 0.747243 -2.072421 -0.553239  -0.37
H1 -0.439027 3.522884 -1.907808  0.09
H2 0.191754 2.071220 -2.711996  -0.01
H3 -0.007468 1.032163 0.759117  0.12
H4 1.149381 0.167990 2.638750  0.07
H5 2.747231 -1.757418 1.631846  0.06
H6 1.731327 -2.124636 3.027601  0.06
H7 1.740240 -2.043962 -0.833750  0.04
H8 0.062759 -2.467965 -1.352092  0.10

Forces on the atoms, in the same order (eV/Å):
C -2.71 3.46 3.57
C -0.21 -1.15 0.30
C 1.22 0.12 -1.15
O 0.87 -0.75 1.35
O -0.60 0.55 -0.86
C -0.29 -1.78 -1.43
O 0.14 0.23 -0.14
N 0.37 1.25 -0.70
C 0.54 1.27 1.69
C 1.20 -1.32 0.31
C -0.97 0.26 -0.74
S 0.02 0.34 -0.32
C -4.68 1.16 0.15
H -0.46 -2.09 -0.03
H 2.58 -1.77 -2.65
H 0.15 -0.94 0.13
H -0.01 1.12 0.97
H 0.11 -0.21 -0.08
H -0.18 0.03 -0.29
H 1.95 0.66 -0.91
H 0.95 -0.45 0.85

Entry 4:
DFT (the ωB97M-V functional and the def2-TZVPD basis) results for the molecule C8H8O2S in a non-equilibrium geometry.

Computed properties:
SMILES = C=CS(=O)(=O)c1ccccc1
calculated total energy = -23352.1023 eV
F_max = 7.1 eV/A
E_LUMO = 0.35 eV
relative energy (zero: lowest compared OMol25 entry of this formula, charge and spin) = 96.4 kcal per mole
Kohn-Sham gap = 9.975 eV

Last column: Löwdin charge in e.
Element x y z (Å)
C1 -2.727248 1.616784 0.139771  -0.01
C2 -2.076916 0.827034 -0.586567  -0.29
S1 -1.205138 -0.533435 0.010369  0.71
O1 -1.375613 -1.710107 -0.953293  -0.34
O2 -1.599606 -0.686707 1.375081  -0.29
C3 0.479527 -0.082925 -0.039784  -0.32
C4 0.939933 1.157255 -0.151427  -0.13
C5 2.283570 1.481177 -0.082322  -0.10
C6 3.316918 0.460215 0.022507  -0.09
C7 2.848844 -0.843731 0.088608  -0.10
C8 1.447282 -1.125855 0.102902  -0.02
H1 -2.739586 1.634487 1.141545  0.04
H2 -3.431601 2.406830 -0.140823  0.10
H3 -2.074630 1.050797 -1.767130  0.17
H4 0.340498 2.209982 -0.089138  0.17
H5 2.673378 2.586598 0.087051  0.14
H6 4.522242 0.625894 -0.067095  0.15
H7 3.665867 -1.647163 0.096068  0.13
H8 1.056318 -2.097671 0.237184  0.10

Forces on the atoms, in the same order (eV/Å):
C -3.23 3.57 0.61
C 1.78 -0.91 -6.79
S -0.48 -4.02 -2.60
O 0.44 3.63 2.74
O -0.04 -0.20 0.70
C 1.42 -3.29 0.11
C -0.03 6.73 0.69
C 3.94 0.76 1.01
C 0.29 1.30 -0.94
C 0.12 -1.30 -0.09
C 0.59 1.66 -0.24
H 0.34 -0.86 3.79
H 0.58 -0.20 -1.03
H 0.12 -1.15 2.74
H 0.62 -3.16 -0.45
H -1.25 -2.34 -0.84
H -3.43 -0.02 0.47
H -1.77 0.87 0.18
H -0.02 -1.08 -0.06

Entry 5:
DFT (the ωB97M-V functional and the def2-TZVPD basis) results for the molecule C8H8O2S2 in a non-equilibrium geometry.

Computed properties:
SMILES = C=CCSc1ccsc1C(=O)O
calculated total energy = -34190.2393 eV
F_max = 2.7 eV/A
E_LUMO = 0.05 eV
relative energy (zero: lowest compared OMol25 entry of this formula, charge and spin) = 13.5 kcal per mole
Kohn-Sham gap = 9.001 eV

Last column: Löwdin charge in e.
Element x y z (Å)
C1 1.740129 0.243231 1.931883  0.01
C2 2.010467 0.677128 0.685991  -0.26
C3 2.289974 -0.200139 -0.476691  -0.47
S1 0.984945 -0.031502 -1.761098  0.95
C4 -0.416543 -0.498073 -0.833768  -0.57
C5 -0.864183 -1.867491 -0.652295  -0.15
C6 -2.115477 -1.956696 -0.079821  -0.36
S2 -2.713616 -0.396990 0.339992  1.10
C7 -1.380584 0.365313 -0.312933  -0.51
C8 -1.325281 1.831354 -0.433731  -0.53
O1 -0.351908 2.550557 -0.279536  0.10
O2 -2.550730 2.356814 -0.631846  0.09
H1 1.768499 -0.788630 2.274451  0.06
H2 1.390910 1.001595 2.636870  0.06
H3 1.845308 1.735207 0.420792  0.10
H4 3.210322 0.046186 -1.053619  0.08
H5 2.453961 -1.247794 -0.193330  0.08
H6 -0.198052 -2.678255 -0.843837  0.10
H7 -2.650703 -2.816833 0.246685  0.06
H8 -3.127437 1.675016 -0.984151  0.08

Forces on the atoms, in the same order (eV/Å):
C -0.12 1.01 -0.84
C -0.49 0.04 0.68
C 0.93 -0.45 -0.58
S 0.43 -0.14 0.14
C -1.88 -0.75 0.79
C -0.46 1.19 0.51
C 1.25 0.81 -0.04
S -0.79 -1.08 0.11
C 2.41 0.05 -1.21
C 1.15 1.44 0.85
O -1.62 -1.29 -0.38
O 0.07 0.78 -0.27
H 0.11 0.11 -0.28
H 0.26 -0.37 0.04
H 0.21 -0.58 0.36
H -0.54 0.26 0.45
H -0.42 0.13 0.02
H 0.00 -0.58 -0.38
H -0.19 -0.48 0.06
H -0.32 -0.10 -0.03

Entry 6:
DFT (the ωB97M-V functional and the def2-TZVPD basis) results for the molecule C8H8O5 in a non-equilibrium geometry.

Computed properties:
SMILES = CC(C)=C(OC(=O)C=O)[C@@H]1OC1=O
calculated total energy = -18659.1175 eV
F_max = 5.1 eV/A
E_LUMO = -0.26 eV
relative energy (zero: lowest compared OMol25 entry of this formula, charge and spin) = 93.8 kcal per mole
Kohn-Sham gap = 9.230 eV

Last column: Löwdin charge in e.
Element x y z (Å)
C1 -0.390669 1.924310 -1.473263  -0.05
C2 -0.230741 0.529352 -0.970909  -0.22
C3 -1.101435 -0.594646 -1.571808  -0.01
C4 0.608195 0.231759 0.085762  -0.20
O1 0.548014 -0.989364 0.696434  0.07
C5 -0.750335 -1.180589 1.104084  -0.44
O2 -1.502228 -0.290317 1.186928  0.19
C6 -1.004033 -2.646437 1.455014  -0.13
O3 -1.925832 -3.312690 1.097043  0.12
C7 1.517827 1.153396 0.866002  -0.10
O4 2.888011 1.132236 0.426164  0.14
C8 2.613023 0.578617 1.611253  -0.43
O5 3.086516 -0.003906 2.515852  0.18
H1 -0.055297 2.019678 -2.490040  0.06
H2 0.323977 2.692370 -0.921754  0.11
H3 -1.552348 2.138336 -1.527861  0.13
H4 -0.827503 -1.458858 -1.166554  0.02
H5 -1.022178 -0.538938 -2.686635  0.11
H6 -2.189213 -0.561094 -1.396949  0.11
H7 -0.173347 -3.096725 2.080004  0.15
H8 1.139595 2.273510 1.081232  0.19

Forces on the atoms, in the same order (eV/Å):
C -0.36 1.29 0.64
C 1.02 -0.90 1.76
C -0.91 4.46 -2.19
C -0.54 2.49 -1.80
O -0.79 -1.55 -0.07
C 1.05 -1.30 0.43
O -2.24 0.81 0.80
C 1.40 -0.81 0.76
O -0.31 0.52 -0.22
C -3.02 2.35 -0.22
O 2.35 -0.27 -0.06
C -0.91 0.49 -0.41
O 0.61 -0.13 0.17
H 0.09 -0.19 -0.72
H -2.11 -1.41 -0.77
H 2.40 0.12 0.55
H 1.43 -3.89 0.92
H 0.27 -0.43 0.86
H 0.34 0.73 0.32
H -0.52 0.37 -0.36
H 0.75 -2.74 -0.39